Entry 1
Here is C31H45BrErN5O5P3 as an isolated structure from OMol25. Energies are from ωB97M-V/def2-TZVPD.

Each line ends with the Mulliken charge.
Positions of all 91 atoms, in Å:
Er -0.0103 -0.0124 -0.1897  -0.4492
O -4.2844 -2.8405 -1.1525  -0.5402
C -5.0493 -1.7595 -0.9187  0.3753
O -6.2430 -1.8149 -0.9626  -0.5516
C -4.3074 -0.5280 -0.5499  0.3635
C -4.7076 0.7670 -0.7579  -0.6266
N -3.7059 1.5580 -0.3334  -0.2460
N -2.6717 0.8614 0.1565  0.0000
C -3.0458 -0.4047 0.0436  0.4043
C -1.9317 -1.3556 0.3325  0.9394
O -1.4525 -1.9563 -0.6676  -0.7189
O -1.3206 -1.2295 1.4227  -0.4918
H -3.3395 -2.6093 -1.1867  0.3854
H -5.6207 1.1549 -1.1874  0.5234
H -3.6385 2.5572 -0.4194  0.1672
C 2.0125 -3.6848 0.6690  -1.4364
P 1.8521 -1.8825 0.9465  1.7050
C 1.8448 -1.8441 2.7720  -1.6253
C 3.4938 -1.2423 0.4635  0.0807
C 4.5579 -1.1390 1.3565  -0.9002
C 5.7797 -0.6204 0.9480  -0.8092
C 5.9483 -0.2109 -0.3670  -0.8508
C 4.8956 -0.3144 -1.2682  -0.6091
C 3.6603 -0.8209 -0.8709  0.2289
P 2.2072 -0.8726 -2.0022  1.6794
C 2.7675 -0.0239 -3.5122  -1.7520
C 2.2028 -2.6151 -2.6156  -1.7778
H 2.7240 -4.0972 1.3849  0.4586
H 2.3667 -3.8925 -0.3368  0.3368
H 1.0412 -4.1639 0.8018  0.4151
H 2.6322 -2.4670 3.1921  0.7074
H 0.8771 -2.2314 3.0941  0.3946
H 1.9520 -0.8231 3.1334  0.2323
H 4.4420 -1.4633 2.3849  0.3596
H 6.5961 -0.5353 1.6553  0.4372
H 6.8997 0.1907 -0.6947  0.4271
H 5.0451 0.0192 -2.2885  0.3739
H 3.0125 1.0196 -3.3349  0.3678
H 1.9356 -0.0596 -4.2174  0.4318
H 3.6230 -0.5439 -3.9455  0.5405
H 3.1841 -3.0671 -2.4820  0.4438
H 1.9644 -2.6002 -3.6801  0.5799
H 1.4450 -3.2169 -2.1170  0.3313
Br -2.2877 1.8506 -6.6635  -0.1911
C -1.6985 1.4040 -4.9253  -0.1554
C -1.7677 2.3489 -3.9156  -0.8089
C -1.3268 1.9994 -2.6414  0.0540
C -0.8056 0.7427 -2.3173  0.8699
C -0.7644 -0.1623 -3.3856  -0.7356
C -1.2003 0.1378 -4.6744  -0.6044
H -2.1507 3.3413 -4.1240  0.4766
H -1.3857 2.7727 -1.8727  0.1032
H -0.3847 -1.1703 -3.2238  0.4505
H -1.1544 -0.5994 -5.4671  0.4962
C 2.2936 2.5793 -1.3238  -1.5474
C 1.8287 2.8214 0.1043  1.6986
C 0.9929 4.0959 0.1624  -1.4253
C 3.0777 2.9689 0.9800  -1.7034
O 1.0502 1.7376 0.6025  -0.3998
H 2.7401 3.4802 -1.7533  0.5801
H 1.4641 2.2726 -1.9627  0.2613
H 3.0580 1.7991 -1.3174  0.1423
H 1.5345 4.9463 -0.2605  0.4843
H 0.7381 4.3475 1.2002  0.0348
H 0.0652 3.9621 -0.4024  0.0806
H 3.8637 3.5165 0.4525  0.4249
H 3.4642 1.9749 1.2301  0.1648
H 2.8763 3.5169 1.9081  0.4726
C -0.1445 1.6447 5.8478  -0.8126
N 0.5361 2.6148 4.8611  0.0871
C -0.4831 3.6993 4.4798  -0.7176
N -1.6645 3.1127 3.9572  0.1905
C -2.2556 2.1990 4.9358  -0.8770
N -1.3407 1.1162 5.2969  0.2065
C -1.0848 0.2145 4.1507  -1.8852
P -0.2785 1.0278 2.6716  3.1151
C 1.0465 1.9015 3.6360  -1.0006
C -1.4615 2.4705 2.6465  -1.5678
H -0.3406 2.2268 6.7454  0.3622
H 0.5796 0.8613 6.0578  0.3815
H 1.3195 3.0603 5.3364  0.3874
H 0.0039 4.3465 3.7529  0.3707
H -0.6906 4.2524 5.3946  0.3672
H -3.1638 1.7699 4.5180  0.3942
H -2.5150 2.7627 5.8333  0.3105
H -2.0268 -0.2231 3.8186  0.4270
H -0.4623 -0.6180 4.4892  0.3465
H 1.5079 2.6375 2.9797  0.0390
H 1.8184 1.1986 3.9522  0.5048
H -2.4180 2.0998 2.2880  0.3952
H -1.0998 3.2074 1.9301  0.4469

Values from the calculation:
Frontier orbital gap (spin up / spin down) ... 0.275 / 0.275 hartree
LUMO level (spin up / spin down) ... -2.681 / -2.681 eV
Spin multiplicity ... 4
Charge ... +1

Entry 2
Here is C31H45BrErN5O5P3 as an isolated structure from OMol25. Energies are from ωB97M-V/def2-TZVPD.

Each line ends with the Mulliken charge.
Positions of all 91 atoms, in Å:
Er 1.0987 0.4340 -0.2401  0.2041
O -1.3228 -5.3844 1.4544  -0.5776
C -2.1107 -4.6715 2.2300  0.4072
O -2.9992 -5.1615 2.8808  -0.6051
C -1.8837 -3.1947 2.2925  0.1550
C -2.5873 -2.3815 3.1529  -0.9922
N -2.1856 -1.1252 2.9140  -0.1732
N -1.2570 -1.0449 1.9620  0.7021
C -1.0500 -2.2958 1.5717  -0.4476
C -0.1242 -2.5587 0.4266  0.2843
O 0.0167 -3.7141 0.0244  -0.9523
O 0.4117 -1.5388 -0.1236  0.8043
H -0.7049 -4.8304 0.9020  0.4383
H -3.3317 -2.6402 3.8841  0.6208
H -2.4588 -0.2991 3.4201  0.1588
C 4.3778 -0.0449 2.5951  -1.3182
P 2.7834 -0.6139 1.8673  0.8434
C 3.2033 -2.3632 1.5265  -1.3998
C 1.7772 -0.6425 3.4056  0.4019
C 1.9090 -1.6459 4.3596  -0.6345
C 1.1790 -1.6062 5.5370  -0.9393
C 0.3393 -0.5341 5.7933  -0.8317
C 0.1890 0.4642 4.8438  -0.6973
C 0.8751 0.4073 3.6355  0.4220
P 0.5735 1.6150 2.2846  1.1629
C 1.6291 2.9972 2.8992  -1.4337
C -1.0631 2.3751 2.6163  -1.5090
H 4.6714 -0.7041 3.4116  0.4080
H 4.2761 0.9695 2.9780  0.3353
H 5.1496 -0.0535 1.8253  0.4828
H 3.7397 -2.8266 2.3527  0.5769
H 3.8387 -2.3768 0.6395  0.4783
H 2.3073 -2.9376 1.2999  0.2418
H 2.5803 -2.4755 4.1849  0.3761
H 1.2691 -2.4085 6.2557  0.4487
H -0.2106 -0.4784 6.7229  0.4496
H -0.4857 1.2870 5.0476  0.3995
H 1.4397 3.1687 3.9582  0.4622
H 1.3962 3.9046 2.3431  0.5082
H 2.6828 2.7630 2.7544  0.2687
H -1.1141 2.8294 3.6051  0.5780
H -1.8684 1.6585 2.4692  0.1832
H -1.1909 3.1536 1.8627  0.2836
Br 4.6319 -1.2515 -6.1813  -0.1961
C 3.8462 -0.7249 -4.5214  -0.0806
C 4.0863 0.5353 -4.0071  -0.7676
C 3.4748 0.9093 -2.8174  -0.5693
C 2.6139 0.0762 -2.0760  0.6794
C 2.4427 -1.2063 -2.6495  -0.0352
C 3.0301 -1.6091 -3.8414  -0.7320
H 4.7397 1.2211 -4.5292  0.4399
H 3.6988 1.9131 -2.4638  0.3192
H 1.8346 -1.9508 -2.1393  0.1345
H 2.8557 -2.6003 -4.2382  0.4805
C 0.4105 3.0840 -3.0649  -1.4916
C 0.2207 3.2179 -1.5470  1.5670
C -0.8188 4.3036 -1.2266  -1.5090
C 1.5681 3.6467 -0.9298  -1.2689
O -0.1703 1.9787 -0.9823  -0.4984
H -0.5356 2.8794 -3.5683  0.1694
H 1.1047 2.2701 -3.2818  0.2482
H 0.8177 4.0060 -3.4773  0.5822
H -0.6783 5.1727 -1.8672  0.4365
H -0.7205 4.6271 -0.1902  0.3120
H -1.8314 3.9291 -1.3610  0.1914
H 1.9763 4.5021 -1.4654  0.5540
H 2.2899 2.8220 -0.9883  0.0747
H 1.4317 3.9329 0.1136  0.0441
C -4.5936 -0.3356 -2.4487  -0.7935
N -3.7880 -1.5309 -1.9644  0.2925
C -2.8696 -1.9944 -3.0926  -0.8830
N -2.0835 -0.9235 -3.5779  0.3411
C -2.9185 0.1711 -4.0385  -0.9703
N -3.7465 0.6805 -2.9549  0.2200
C -2.9602 1.3670 -1.9373  -1.2120
P -1.6940 0.2936 -1.0533  2.4282
C -2.9701 -1.1403 -0.7882  -1.8511
C -1.0477 -0.4786 -2.6548  -1.6412
H -5.1685 0.0395 -1.5999  0.3861
H -5.2693 -0.6907 -3.2302  0.3740
H -4.4216 -2.2941 -1.7177  0.3671
H -3.5052 -2.3891 -3.8888  0.3389
H -2.2344 -2.7872 -2.6922  0.4181
H -3.5586 -0.1735 -4.8545  0.2930
H -2.2821 0.9712 -4.4141  0.3941
H -3.6431 1.8140 -1.2105  0.3922
H -2.4128 2.1761 -2.4187  0.3396
H -3.6416 -0.8409 0.0206  0.5257
H -2.4275 -2.0213 -0.4471  0.5939
H -0.4224 -1.3362 -2.4005  0.4548
H -0.4258 0.2644 -3.1610  0.5330

Values from the calculation:
Frontier orbital gap (spin up / spin down) ... 0.289 / 0.289 hartree
LUMO level (spin up / spin down) ... -2.462 / -2.462 eV
Spin multiplicity ... 4
Charge ... +1

Name the least stable of them. entry 1.

Entry 1
Here is C3H7N3S in the gas phase from OMol25. Energies are from ωB97M-V/def2-TZVPD.

Each line ends with the natural charge from an NBO analysis.
Positions of all 14 atoms, in Å:
C -0.0722 0.4783 0.2860  0.2802
C -0.6318 1.1414 -0.9411  -0.2276
C -1.1204 0.5078 -2.1038  -0.3839
H 1.9437 1.0692 2.4456  0.3717
H 1.0838 -0.4494 2.3842  0.3728
H -1.2956 -1.3024 0.2075  0.4021
H 0.9968 -3.1102 0.5583  0.1149
H -0.5610 2.1663 -1.1190  0.2172
H -1.5116 1.1038 -2.9104  0.2020
H -1.2529 -0.6047 -2.2373  0.1946
N 1.1121 0.5723 2.2728  -0.6622
N 0.7292 1.1612 1.0073  -0.2134
N -0.3198 -0.9266 0.4360  -0.8368
S 0.8997 -1.8072 -0.2860  0.1683

Values from the calculation:
Frontier orbital gap ... 0.324 hartree
LUMO level ... 0.431 eV
Structure (SMILES) ... C=C/C(=N/N)NS

Entry 2
Here is C3H7N3S in the gas phase from OMol25. Energies are from ωB97M-V/def2-TZVPD.

Each line ends with the natural charge from an NBO analysis.
Positions of all 14 atoms, in Å:
C 1.3485 0.7674 1.3386  -0.6819
C 0.5876 0.2060 0.1135  0.4757
C -1.3844 -1.3684 -0.2999  0.2510
H 1.7594 -0.0502 1.9367  0.2258
H 2.1487 1.3974 0.9086  0.2266
H 0.6159 1.3092 1.9847  0.2348
H 1.6048 1.0958 -1.2270  0.3538
H -0.5362 -1.0723 1.4262  0.3991
H -1.5145 -2.3810 0.0510  0.1698
H -0.9086 1.0107 -2.0180  0.1239
N 0.8599 0.4636 -1.0970  -0.7104
N -0.5246 -0.5970 0.4889  -0.6527
N -1.9680 -1.0936 -1.3850  -0.6047
S -2.0886 0.3125 -2.2215  0.1894

Values from the calculation:
Frontier orbital gap ... 0.320 hartree
LUMO level ... 0.597 eV
Structure (SMILES) ... [H]/N=C(\C)N/C=N\S

Entry 3
Here is C3H7N3S in the gas phase from OMol25. Energies are from ωB97M-V/def2-TZVPD.

Each line ends with the natural charge from an NBO analysis.
Positions of all 14 atoms, in Å:
C -0.4030 -1.2164 0.1747  -0.2321
C 0.8147 -0.8219 0.5327  -0.3700
C -1.1786 -0.3536 -0.7633  -0.3352
N 3.1416 0.0949 -0.2947  -0.8793
N -0.9914 1.0319 -0.5835  -0.2244
N -1.1769 1.4600 0.7013  -0.6116
S 1.6415 0.6479 -0.0182  0.6564
H -0.8433 -2.1528 0.5206  0.2263
H 1.5664 -1.2778 1.1374  0.2365
H -0.9841 -0.4947 -1.8727  0.2358
H -2.3325 -0.6750 -0.7280  0.1912
H 3.7068 0.6673 -0.8729  0.3563
H -1.5504 0.7106 1.3832  0.3672
H -1.4107 2.3796 0.6835  0.3829

Values from the calculation:
Frontier orbital gap (spin up / spin down) ... 0.301 / 0.280 hartree
LUMO level (spin up / spin down) ... 0.402 / -0.156 eV

Name the least stable of them. entry 3.

Entry 1
Here is C3H7N3S in the gas phase from OMol25. Energies are from ωB97M-V/def2-TZVPD.

Each line ends with the natural charge from an NBO analysis.
Positions of all 14 atoms, in Å:
C 1.1084 -1.5820 0.1683  -0.6707
C 0.5708 -0.2678 -0.2204  0.4213
C -1.8989 0.7710 0.0374  0.2516
H 0.9285 -2.3763 -0.6364  0.2442
H 2.2871 -1.5631 0.4312  0.2418
H 0.5473 -2.0183 1.2101  0.1979
H 2.1659 0.0455 -1.1798  0.3525
H -0.9412 -0.9391 0.7102  0.4002
H -2.8103 0.2608 -0.0499  0.1769
H 0.3285 2.3640 -0.4380  0.1775
N 1.3002 0.5006 -0.9012  -0.7217
N -0.7120 -0.1673 0.1069  -0.6358
N -2.1283 1.9934 0.2934  -0.5180
S -0.7461 2.9786 0.4682  0.0824

Values from the calculation:
Frontier orbital gap ... 0.336 hartree
LUMO level ... 0.564 eV
Structure (SMILES) ... [H]/N=C(\C)N/C=N\S

Entry 2
Here is C3H7N3S in the gas phase from OMol25. Energies are from ωB97M-V/def2-TZVPD.

Each line ends with the natural charge from an NBO analysis.
Positions of all 14 atoms, in Å:
C -1.6110 -0.8794 0.5976  -0.2873
C -0.0494 -0.9495 0.8116  -0.2361
C 1.6837 0.6199 -0.6062  -0.4327
N -1.7976 0.3040 -0.2120  -0.1921
N 0.3523 0.2125 -0.1327  -0.2239
N -0.7312 0.7481 -0.6279  0.1307
S -0.3335 2.6445 -1.5011  -0.2981
H -1.9923 -1.7588 0.0693  0.2205
H -2.1091 -0.7644 1.5600  0.2223
H 0.1970 -0.8149 1.7983  0.2046
H 0.4046 -1.7968 0.3588  0.2074
H 1.7119 0.6019 -1.6457  0.2231
H 1.7118 1.6371 -0.3823  0.2411
H 2.5630 0.1957 -0.0878  0.2205

Values from the calculation:
Frontier orbital gap ... 0.297 hartree
LUMO level ... -0.196 eV
Structure (SMILES) ... CN1CCN=[N+]1[S-]

Name the least stable of them. entry 2.

Entry 1
Here is C2HBrF2S as an isolated structure from OMol25. Energies are from ωB97M-V/def2-TZVPD.

Each line ends with the natural charge from an NBO analysis.
Positions of all 7 atoms, in Å:
C -0.6686 -0.9715 1.6058  -0.2823
C 0.2034 0.3703 -1.1159  0.5263
F -0.2817 1.5429 -1.6072  -0.3279
F 1.1301 -0.1556 -1.8612  -0.2957
S -0.7934 -1.3301 3.0835  0.1842
Br 1.0227 0.8005 0.6206  0.0048
H -0.6124 -0.2566 -0.7256  0.1905

Values from the calculation:
Frontier orbital gap ... 0.348 hartree
LUMO level ... -0.181 eV

Entry 2
Here is a 2-piece molecular cluster, C2HBrF2S overall from OMol25. Energies are from ωB97M-V/def2-TZVPD.

Each line ends with the natural charge from an NBO analysis.
Positions of all 7 atoms, in Å:
C 0.5033 -0.3279 0.2169  0.0558
C -0.0367 0.9526 -0.0120  0.1985
F 1.3522 -0.9035 -0.7304  -0.3402
F -0.2287 1.6535 -1.0954  -0.2748
S 1.1921 1.1475 1.1755  0.2439
Br -2.6338 -1.3021 -0.1736  -0.1319
H -0.1483 -1.2201 0.6190  0.2488

Values from the calculation:
Frontier orbital gap (spin up / spin down) ... 0.356 / 0.178 hartree
LUMO level (spin up / spin down) ... -1.240 / -3.751 eV

Name the least stable of them. entry 2.